*i*
Molecular formula: C32H37InN2O2P
Method: DFT, ωB97M-V/def2-TZVPD

Geometry as XYZ:
```
75
C32H37InN2O2P, DFT ωB97M-V/def2-TZVPD
In 0.7822 1.0415 0.1850
C -3.7955 -0.1731 -2.1278
C -2.7726 0.7344 -1.4511
C -1.8564 1.3756 -2.5022
P -1.6375 -0.0152 -0.1760
C -2.4447 -0.2665 1.4783
C -1.5547 -1.2049 2.2929
C -3.8872 -0.7576 1.3858
C -1.0103 -1.5830 -0.7708
C -1.9221 -2.5650 -1.1891
C -1.5300 -3.7403 -1.7943
C -2.5268 -4.7810 -2.2234
C -0.1571 -3.9291 -1.9835
C 0.7631 -3.0069 -1.5467
C 0.3828 -1.8061 -0.9064
N 1.3352 -1.0003 -0.3230
C 2.7120 -1.1278 -0.6384
C 3.2231 -0.9248 -1.9288
C 2.3523 -0.4895 -3.0777
C 4.5863 -1.0937 -2.1419
C 5.4562 -1.4327 -1.1158
C 6.9290 -1.5935 -1.3620
C 4.9332 -1.5964 0.1640
C 3.5842 -1.4399 0.4238
C 3.0356 -1.6267 1.8103
H -4.4189 0.4367 -2.7834
H -4.4525 -0.6668 -1.4133
H -3.3060 -0.9259 -2.7424
H -3.3100 1.5219 -0.9119
H -1.2475 0.6103 -2.9908
H -1.1907 2.1234 -2.0629
H -2.4488 1.8690 -3.2729
H -2.4453 0.7232 1.9434
H -1.5720 -2.2115 1.8761
H -1.9081 -1.2531 3.3233
H -0.5148 -0.8629 2.3157
H -3.9387 -1.7567 0.9520
H -4.5043 -0.0742 0.8019
H -4.3111 -0.8142 2.3894
H -2.9758 -2.4141 -0.9988
H -3.5475 -4.4554 -2.0277
H -2.3611 -5.7221 -1.6967
H -2.4295 -4.9838 -3.2913
H 0.1900 -4.8350 -2.4670
H 1.8182 -3.2200 -1.6459
H 1.3877 -0.1052 -2.7406
H 2.1562 -1.3207 -3.7579
H 2.8541 0.2907 -3.6507
H 4.9827 -0.9392 -3.1400
H 7.1727 -1.4675 -2.4152
H 7.2710 -2.5786 -1.0409
H 7.4912 -0.8538 -0.7892
H 5.6034 -1.8545 0.9770
H 3.8170 -1.9532 2.4933
H 2.2301 -2.3621 1.8184
H 2.6327 -0.6800 2.1832
O 3.5995 3.2525 2.2841
C 2.6072 2.7523 1.8178
O 2.5737 1.7496 0.9929
C 1.2500 3.3279 2.2183
C 1.1864 4.2346 3.2888
C -0.0341 4.7173 3.6649
C -1.1884 4.3617 2.9313
C -2.4803 4.8458 3.2364
C -3.5458 4.5396 2.4379
C -3.3659 3.7470 1.2874
C -2.1345 3.2386 0.9825
C -1.0277 3.5020 1.8161
N 0.1931 2.9629 1.5264
H 2.1057 4.5046 3.7859
H -0.1280 5.3920 4.5068
H -2.6086 5.4768 4.1069
H -4.5293 4.9223 2.6743
H -4.2109 3.5538 0.6386
H -1.9668 2.6561 0.0872
```

Its total charge is +1. The HOMO-LUMO gap is 6.01 eV. For the LUMO energy, the calculation gives -4.1241 eV.

Mulliken population analysis, charges in e, atoms 1 to 2: 1.4322 -1.6533

***

*ii*
Molecular formula: C32H37InN2O2P
Method: DFT, ωB97M-V/def2-TZVPD

Geometry as XYZ:
```
75
C32H37InN2O2P, DFT ωB97M-V/def2-TZVPD
In -0.5659 -1.3264 -0.2732
C 1.5854 -2.8872 3.8702
C 0.6197 -2.9608 2.6861
C 1.2996 -3.6217 1.4826
P -0.0439 -1.3344 2.1587
C -1.4224 -0.7489 3.2369
C -1.6114 0.7518 3.0157
C -1.2499 -1.0759 4.7195
C 1.2214 -0.0829 2.0365
C 1.9070 0.3268 3.1955
C 2.8619 1.3183 3.1755
C 3.5941 1.7449 4.4180
C 3.1271 1.9140 1.9343
C 2.4610 1.5541 0.7872
C 1.4685 0.5535 0.7950
N 0.7701 0.2398 -0.3497
C 1.1432 0.8244 -1.6001
C 2.1084 0.2031 -2.3941
C 2.8228 -1.0317 -1.9153
C 2.4201 0.7696 -3.6266
C 1.8065 1.9302 -4.0755
C 2.1525 2.5294 -5.4116
C 0.8625 2.5386 -3.2533
C 0.5201 2.0051 -2.0194
C -0.4808 2.6934 -1.1308
H 1.8557 -3.9037 4.1581
H 1.1590 -2.3973 4.7435
H 2.5003 -2.3657 3.5894
H -0.2678 -3.5378 2.9679
H 2.0914 -2.9789 1.0854
H 0.6033 -3.8517 0.6745
H 1.7672 -4.5560 1.7929
H -2.3005 -1.2864 2.8645
H -0.8076 1.3111 3.4951
H -2.5596 1.0711 3.4494
H -1.6023 1.0344 1.9603
H -0.3696 -0.5854 5.1368
H -1.1771 -2.1472 4.9022
H -2.1182 -0.7052 5.2661
H 1.6855 -0.1523 4.1419
H 3.2507 1.1877 5.2888
H 3.4453 2.8069 4.6185
H 4.6678 1.5795 4.3169
H 3.8789 2.6930 1.8744
H 2.6927 2.0500 -0.1465
H 2.1333 -1.8549 -1.7171
H 3.3716 -0.8252 -0.9929
H 3.5356 -1.3754 -2.6624
H 3.1665 0.2896 -4.2495
H 2.9486 1.9711 -5.9011
H 2.4804 3.5639 -5.3026
H 1.2854 2.5314 -6.0742
H 0.3895 3.4591 -3.5793
H -0.7749 3.6539 -1.5504
H -0.0722 2.8639 -0.1324
H -1.3827 2.0882 -1.0124
O -0.6678 -3.6348 -3.5952
C -0.8574 -2.9068 -2.6585
O -0.1918 -2.9120 -1.5323
C -1.9923 -1.8795 -2.7439
C -2.7653 -1.7974 -3.9098
C -3.7789 -0.8847 -3.9579
C -4.0570 -0.0698 -2.8363
C -5.1142 0.8707 -2.8150
C -5.3597 1.6106 -1.6956
C -4.5637 1.4370 -0.5422
C -3.5314 0.5432 -0.5383
C -3.2516 -0.2174 -1.6895
N -2.2133 -1.1106 -1.6927
H -2.5200 -2.4580 -4.7279
H -4.3874 -0.7815 -4.8479
H -5.7244 0.9863 -3.7016
H -6.1695 2.3268 -1.6817
H -4.7776 2.0166 0.3458
H -2.9308 0.4026 0.3529
```

Its total charge is +1. The HOMO-LUMO gap is 6.77 eV. For the LUMO energy, the calculation gives -3.5884 eV.

Mulliken population analysis, charges in e, atoms 1 to 2: 1.3644 -1.5742

***

Most stable one: *ii*, least stable one: *i*.

***

*i*
Molecular formula: C4H32NO14
Method: DFT, ωB97M-V/def2-TZVPD

Geometry as XYZ:
```
51
C4H32NO14, DFT ωB97M-V/def2-TZVPD
C -2.2969 -2.6351 -0.8293
N -2.7227 -1.2476 -0.5949
C -3.0351 -1.0349 1.9197
C -2.2707 -0.6087 0.6169
C -0.6676 -0.7104 0.8603
O -0.0137 -0.3530 -0.0889
O -0.1342 -0.8789 1.9495
H -3.0184 -3.5007 -1.0140
H -1.7743 -2.9066 0.1296
H -1.5661 -2.7051 -1.5571
H -3.6710 -1.1766 -0.8575
H -2.6806 -2.0069 2.2278
H -2.7367 -0.2967 2.7412
H -4.1613 -0.9817 1.9562
H -2.5057 0.5325 0.5418
H 1.1130 -2.0865 2.0475
H 1.9786 -3.0251 2.7783
O 1.9396 -2.5279 1.9950
H -0.8795 -2.7483 3.5370
H -0.3660 -1.6431 4.3607
O -0.2865 -2.5377 4.3211
H 0.4058 -0.5621 -1.8796
H 0.9706 -1.5038 -3.1484
O 0.2665 -0.8941 -2.8954
H 1.1211 1.6569 0.3851
H 0.1703 1.9329 -0.6656
O 0.9665 2.3014 -0.3084
H 0.0579 3.4780 2.4070
H 0.4036 2.3901 3.6387
O 0.1355 3.2970 3.4293
H 0.6818 4.2647 0.5491
H -0.2460 4.0573 -0.5122
O -0.2139 4.5751 0.3361
H 4.2936 0.5504 -0.3559
H 4.3827 -0.2692 -1.6517
O 4.4393 0.5849 -1.3167
H 0.9787 0.3120 -3.3923
H 1.9991 1.3833 -2.6201
O 1.5481 1.1303 -3.4420
H -1.6293 2.7912 -3.3582
H -0.2817 3.1776 -3.4509
O -1.0250 3.2191 -2.8907
H 2.8573 -3.1421 0.2709
H 2.2934 -2.0466 -0.4485
O 2.7581 -2.8242 -0.6605
H 2.2266 1.3581 2.2848
H 1.2825 0.1611 2.7965
O 1.6235 1.1061 2.8689
H -0.6482 0.1792 -4.4572
H -0.9226 1.4728 -3.8676
O -1.1400 0.9414 -4.6853
```

Its total charge is -1. The HOMO-LUMO gap is 8.67 eV. For the LUMO energy, the calculation gives 2.6179 eV.

natural (NBO) population analysis, charges in e, atoms 1 to 2: -0.4135 -0.6449

***

*ii*
Molecular formula: C4H32NO14
Method: DFT, ωB97M-V/def2-TZVPD

Geometry as XYZ:
```
51
C4H32NO14, DFT ωB97M-V/def2-TZVPD
O 1.0932 -0.6209 -0.8040
C 0.9262 0.3264 -0.0177
O 1.5735 1.4104 -0.1833
C -0.3777 0.2600 0.7749
C 0.0724 -0.1036 2.2321
C -0.3793 0.9390 3.2881
N -1.3124 -0.8072 0.3255
H -0.9615 1.2594 0.9014
H 1.0600 -0.4038 2.3637
H -0.4338 -1.0632 2.4249
H -0.2692 0.4302 4.3208
H 0.1924 1.7902 3.2678
H -1.4761 1.0633 3.1536
H -0.6587 -1.5386 -0.1640
H -1.7784 -0.4091 -0.4937
H 3.5069 0.4437 0.8546
H 3.4293 -0.6561 1.8834
O 3.0476 0.2164 1.6562
H -3.6205 1.0922 0.0299
H -2.6941 1.4514 -1.1846
O -3.2102 0.7581 -0.7637
H 1.1591 -2.2664 -1.8180
H -0.0230 -2.8867 -2.4474
O 0.7219 -3.1687 -1.9466
H 0.1639 -3.7945 0.2400
H 1.1502 -2.8161 0.0801
O 0.9009 -3.4515 0.7479
H -1.5992 3.4911 -2.1517
H -0.7707 2.3995 -1.5977
O -1.5536 2.5081 -2.0871
H 1.0580 3.6370 -0.7471
H 1.2156 3.5481 -2.3035
O 0.5972 3.7461 -1.6317
H -0.0039 -0.2576 -3.2827
H -1.1567 0.7383 -2.9707
O -0.9208 -0.0849 -3.4642
H 2.6911 0.7286 -1.6648
H 3.1714 -0.5291 -2.1807
O 3.4846 0.3807 -2.1161
H -2.9846 -1.1681 2.7910
H -2.6880 -0.0513 1.7971
O -3.3082 -0.2628 2.5294
H -3.0791 -1.9047 -1.4937
H -2.7012 -1.3604 -2.9836
O -2.7577 -2.1061 -2.4105
H 1.3027 2.6406 1.0271
H 2.0454 3.9137 1.5497
O 1.2067 3.5250 1.3292
H 0.0786 -2.8468 3.7543
H 0.6811 -3.3391 2.4590
O 0.6476 -3.5503 3.4226
```

Its total charge is -1. The HOMO-LUMO gap is 8.96 eV. For the LUMO energy, the calculation gives 2.6558 eV.

natural (NBO) population analysis, charges in e, atoms 1 to 2: -0.8403 0.8155

***

Most stable one: *ii*, least stable one: *i*.